[1]
C17H20N4S as an isolated structure at a distorted geometry, computed with ωB97M-V/def2-TZVPD.

The geometry in XYZ format:
```
42
Properties=species:S:1:pos:R:3:forces:R:3
H 1.87603 -1.98924 -0.06227 -2.39 1.00 -1.25
H -5.06813 2.07077 0.61250 0.85 -2.38 -2.60
C 0.27932 -2.57844 0.90722 -8.23 -9.55 4.51
C 2.19301 0.14362 1.28958 -7.73 -5.70 10.18
N 0.78388 -0.45173 0.87761 1.46 2.98 -1.16
C -4.21179 1.18497 -1.32519 3.95 1.11 -11.40
H 0.81924 -3.12745 1.59510 2.05 0.56 2.46
C -2.62066 1.13458 0.37546 2.68 -10.48 -9.01
H -4.06012 -0.30844 1.54275 1.20 1.54 -3.14
H 1.88410 0.96222 2.08513 1.11 -1.55 -2.01
H -3.60667 -1.91084 -0.41616 0.96 -4.33 1.06
C 3.09767 0.29586 0.38754 9.51 1.23 -10.08
H -2.59328 1.70311 1.11268 0.79 5.14 6.20
H -1.38335 -0.70751 -0.29436 -1.27 0.61 -0.06
H 4.43097 -1.43336 0.61523 0.62 -1.33 0.61
C -0.20919 0.53609 0.73351 -0.82 -5.13 0.06
N -1.43169 0.13743 0.26649 2.24 1.27 1.50
H -4.52238 1.86800 -2.21583 -0.14 -1.46 1.33
H -5.86989 0.72201 -0.17169 -3.12 -1.98 -0.40
C -3.74140 0.17418 0.37718 -5.91 -3.23 6.42
H 3.90691 2.63766 -2.27160 -0.49 0.57 0.45
C -2.74624 1.54400 -1.06928 -2.45 8.36 3.33
C 3.97643 1.86324 -1.52986 -0.36 -5.37 1.99
H 2.47192 -0.83373 1.92778 -0.03 2.08 -0.67
S -0.03586 1.78170 1.64747 -0.40 5.78 2.38
H -0.74352 -2.30331 1.34789 1.40 -0.33 -0.11
H 0.08954 -1.42899 -0.66353 -0.74 -0.29 -3.10
C -0.05534 -3.85147 0.16456 0.36 3.70 1.49
H -1.98472 1.50828 -1.80386 0.53 -0.67 -0.43
C -3.89521 -0.38931 -1.77443 -2.05 4.18 -5.76
N -0.42869 -4.75184 -0.38313 -1.13 -3.53 -2.04
H -3.87836 -0.41460 -3.08071 0.06 -1.04 4.42
C 3.05721 1.43396 -0.43508 -1.04 3.54 -0.88
C -3.79382 -0.96602 -0.62226 0.92 3.00 0.16
C 0.72745 -1.68473 0.09022 8.50 7.20 -2.28
C -4.92360 1.04855 -0.20643 1.02 3.57 9.24
H 2.17846 2.14773 -0.07410 1.94 -1.17 -1.21
C 4.26245 -0.59833 0.00659 -1.13 4.97 -0.94
C 4.99692 0.84858 -1.76478 -0.98 2.67 3.11
N 5.21682 -0.17092 -0.88093 -1.78 -1.30 -0.28
H -2.77278 2.88520 -0.73030 0.10 -3.20 -1.81
H 5.83204 1.24588 -2.35014 -0.05 -1.07 -0.28
```
Positions in Å, forces in eV/Å.

Properties
- LUMO level: 0.3 eV
- Highest occupied orbital energy: -0.301 Eh
- Energy relative to the best compared isomer or geometry (same formula, charge and spin): 342.9 kcal per mole

***

[2]
C17H20N5O3Pm as an isolated structure at a distorted geometry, computed with ωB97M-V/def2-TZVPD.

The geometry in XYZ format:
```
46
Properties=species:S:1:pos:R:3:forces:R:3
C 1.63046 -1.72611 1.71495 -0.08 0.04 -0.21
H -4.02497 -2.07631 -3.07354 -0.01 -0.03 -0.08
C 1.21881 2.08239 -0.27044 0.17 -0.07 0.05
C 2.44740 1.66639 0.23726 -0.08 0.06 0.02
H -2.93895 -0.67713 -3.04670 -0.01 0.02 -0.02
H 2.47473 -1.99051 1.09948 -0.01 0.00 0.00
C -0.63771 1.84919 -1.92791 -0.69 -0.11 -0.23
C 0.54341 3.30720 0.27375 -0.08 -0.01 0.00
H 4.55618 0.38748 1.33096 0.00 0.02 -0.01
N -3.59756 -0.05537 3.70166 0.03 -0.01 -0.09
C 0.80358 -0.51171 -3.07792 0.09 0.17 -0.19
O -0.69197 2.76937 -2.67547 -0.24 0.08 0.02
C -1.63362 -0.62361 2.50683 0.21 -0.10 0.11
C -3.45274 0.12895 1.33806 0.01 0.00 0.13
H 0.98253 3.60077 1.22420 0.01 0.04 -0.02
O -2.34543 -2.24127 -1.83160 0.08 0.16 0.07
N 0.43405 -1.40016 3.54427 0.42 -0.14 -0.26
C 3.14136 0.57832 -0.28321 0.03 -0.04 -0.04
C -2.98552 -1.76445 -3.06880 0.05 -0.11 0.18
N 0.44551 -1.28494 1.29473 0.22 0.00 0.20
C 0.67593 1.36687 -1.34976 0.24 0.36 0.07
N 1.62424 -1.79571 3.03565 -0.18 0.06 0.25
H 5.26739 0.78967 -0.22272 -0.01 0.01 0.00
N -2.19494 -0.31997 1.33140 -0.05 0.08 -0.06
H -2.43648 -2.15475 -3.92067 -0.10 -0.05 -0.06
H 0.95269 -1.59236 -2.99374 0.09 0.00 0.02
H 2.87898 2.22877 1.05791 0.03 -0.02 -0.01
H 2.36204 -2.10152 3.65547 0.00 0.00 0.01
H -1.88355 -0.73482 4.64295 0.00 0.00 0.00
C 2.56830 -0.13004 -1.33910 -0.01 -0.01 0.06
C 1.35478 0.26330 -1.89620 0.05 -0.04 0.00
C 4.48851 0.19656 0.25998 -0.02 -0.04 0.03
H 3.08975 -0.98128 -1.76494 0.03 0.02 0.00
Pm -0.88437 -0.63248 -0.74696 -0.33 -1.76 0.49
H -3.90792 0.40489 0.39510 0.05 -0.01 -0.04
C -4.14909 0.25148 2.53332 -0.01 0.05 -0.05
C -0.24015 -1.10525 2.46727 -0.57 0.16 0.26
H -5.16928 0.61418 2.52423 0.00 -0.02 0.11
O -1.72019 1.08787 -1.52678 0.81 1.14 -0.49
H -0.24939 -0.30863 -3.31333 -0.02 0.10 0.00
H 4.72283 -0.85151 0.07115 0.00 0.01 -0.02
H 0.65214 4.13063 -0.43436 0.03 0.02 0.02
H -2.63987 -3.13815 -1.61958 0.04 0.10 -0.14
H 1.34056 -0.18515 -3.97074 -0.08 -0.11 -0.09
C -2.34253 -0.48889 3.69350 -0.08 0.05 0.03
H -0.52994 3.16784 0.42039 0.01 -0.05 -0.03
```
Positions in Å, forces in eV/Å.

Properties
- LUMO level (spin up / spin down): -6.9 / -6.9 eV
- <S²>: 6.005
- Net charge: +2
- Highest occupied orbital energy (spin up / spin down): -0.575 / -0.575 Eh
- Energy relative to the best compared isomer or geometry (same formula, charge and spin): 0.0 kcal per mole
- Multiplicity: 5

***

Question: Among the records above, which one has the lowest energy relative to the best compared isomer or geometry (same formula, charge and spin)?
Answer: C17H20N5O3Pm